Below is a structure of composition C25H45N8OS2Yb in a non-equilibrium geometry, with properties calculated with wB97M-V/def2-TZVPD.

⟨S²⟩ ... 0.75
Highest occupied orbital energy (alpha / beta) ... -12.5 / -12.5 eV
2S+1 ... 2
Maximum force ... 1.0 eV/A
Charge ... +2
Gap between HOMO and LUMO (alpha / beta) ... 7.836 / 7.075 eV

Atoms and positions in Å:
Yb -0.293 0.236 -0.296
N -1.664 2.390 3.191
C -1.431 2.811 1.765
C -0.323 3.824 1.582
C -0.101 3.996 0.072
N 0.455 2.754 -0.536
C -1.404 4.359 -0.640
C -2.542 3.383 -0.366
N -2.291 2.061 -1.028
C -2.738 3.223 1.135
H -0.857 1.870 3.556
H -2.443 1.720 3.200
H -1.882 3.175 3.800
H -1.112 1.913 1.294
H 0.605 3.492 2.064
H -0.597 4.793 2.015
H 0.600 4.816 -0.066
H 1.426 2.650 -0.260
H 0.505 2.886 -1.540
H -1.226 4.445 -1.719
H -1.718 5.350 -0.303
H -3.461 3.807 -0.765
H -2.225 2.244 -2.025
H -3.124 1.493 -0.917
H -3.502 2.466 1.327
H -3.081 4.177 1.553
C 3.975 2.681 -0.117
N 4.514 1.413 0.313
C 5.854 1.176 -0.210
C 3.575 0.297 0.221
C 3.052 -0.098 -1.159
C 3.997 -0.646 -2.036
C 3.667 -1.000 -3.335
C 2.365 -0.813 -3.771
C 1.413 -0.322 -2.886
C 1.699 0.056 -1.559
H 4.759 3.439 -0.099
H 3.206 3.011 0.597
H 3.549 2.668 -1.136
H 6.534 1.928 0.190
H 5.923 1.213 -1.306
H 6.207 0.199 0.125
H 2.736 0.541 0.856
H 4.076 -0.563 0.678
H 5.016 -0.801 -1.693
H 4.419 -1.404 -4.004
H 2.087 -1.064 -4.790
H 0.404 -0.196 -3.289
C -0.388 -3.696 3.025
N -0.365 -2.269 2.725
C 0.668 -1.494 2.923
N 1.776 -2.001 3.464
S 0.667 0.205 2.495
H -1.303 -4.115 2.615
H -0.375 -3.880 4.100
H 0.461 -4.201 2.558
H -1.177 -1.820 2.321
H 1.810 -2.936 3.837
H 2.550 -1.385 3.641
S -2.526 -0.308 1.257
C -3.542 -1.305 0.158
C -3.375 -1.290 -1.233
C -4.162 -2.067 -2.078
C -5.141 -2.888 -1.544
C -5.319 -2.924 -0.165
C -4.532 -2.144 0.679
H -2.621 -0.670 -1.685
H -4.012 -2.026 -3.151
H -5.763 -3.492 -2.195
H -6.085 -3.564 0.261
H -4.685 -2.177 1.753
C -1.671 -4.093 -1.616
N -0.213 -4.036 -1.461
C 0.434 -3.042 -0.851
N 1.762 -3.146 -0.649
O -0.218 -2.050 -0.419
H -1.937 -4.172 -2.667
H -2.110 -3.189 -1.206
H -2.075 -4.952 -1.083
H 0.331 -4.798 -1.824
H 2.284 -3.855 -1.141
H 2.247 -2.268 -0.527

Here are the Mulliken charges for atoms 1 to 4, given in e: 0.41, 0.20, 2.35, -1.37



Below is a structure of composition C25H45NP2PdS in a non-equilibrium geometry, with properties calculated with wB97M-V/def2-TZVPD.

⟨S²⟩ ... 6.03
Highest occupied orbital energy (alpha / beta) ... -14.2 / -14.3 eV
2S+1 ... 5
Maximum force ... 2.5 eV/A
Charge ... +2
Gap between HOMO and LUMO (alpha / beta) ... 8.933 / 5.324 eV

Atoms and positions in Å:
Pd 0.001 0.010 0.079
C 2.003 -0.715 -1.388
C 1.341 0.569 -1.593
C 2.836 0.740 0.176
C 2.952 -0.586 -0.349
C 1.927 1.484 -0.632
C 1.945 -1.805 -2.374
H 0.973 -1.841 -2.856
H 2.126 -2.776 -1.913
H 2.699 -1.669 -3.151
C 4.078 -1.546 -0.186
H 3.926 -2.372 -0.874
H 4.213 -1.896 0.852
H 4.980 -1.056 -0.536
C 3.593 1.371 1.263
H 4.412 1.976 0.873
H 3.998 0.641 1.981
H 2.945 2.057 1.812
C 1.884 2.963 -0.717
H 2.670 3.418 -1.330
H 1.984 3.394 0.278
H 0.929 3.249 -1.131
C 0.929 0.992 -2.980
H 1.782 1.046 -3.693
H 0.468 1.989 -2.984
H 0.223 0.262 -3.396
C -2.929 -0.263 -0.727
C -2.337 -0.387 -1.932
C -2.971 0.181 -3.180
C -2.955 1.747 -3.323
C -2.338 2.528 -2.171
C -2.978 2.635 -0.990
C -4.323 1.955 -0.762
C -4.281 0.403 -0.572
H -4.019 -0.137 -3.251
H -3.993 2.065 -3.498
H -2.429 -0.219 -4.042
H -4.988 -0.030 -1.293
H -2.468 -0.666 0.194
H -1.388 -0.915 -2.062
H -4.652 0.191 0.437
H -4.753 2.371 0.156
H -2.609 3.237 -0.165
H -5.016 2.169 -1.591
H -2.372 1.976 -4.221
H -1.396 3.013 -2.388
P 0.101 -2.754 0.676
C 1.557 -3.846 0.847
H 1.231 -4.863 1.084
H 2.213 -3.504 1.651
H 2.140 -3.878 -0.073
C -0.836 -3.277 2.153
H -0.841 -4.365 2.239
H -1.866 -2.926 2.079
H -0.375 -2.854 3.047
C -0.738 -3.726 -0.631
H -1.774 -3.408 -0.725
H -0.704 -4.790 -0.394
H -0.222 -3.561 -1.577
P -0.327 1.126 2.314
C -0.074 2.935 2.167
H -0.775 3.490 2.791
H -0.169 3.263 1.133
H 0.937 3.173 2.509
C -1.990 0.839 3.020
H -2.768 1.344 2.452
H -2.042 1.173 4.060
H -2.175 -0.240 3.004
C 0.593 0.984 3.921
H 0.237 1.757 4.602
H 1.671 1.118 3.776
H 0.445 0.003 4.386
S 1.974 -1.241 2.695
C 3.425 -1.699 3.317
N 4.530 -2.026 3.629

Here are the Mulliken charges for atoms 1 to 4, given in e: 0.51, 1.46, -0.82, 1.11



Below is a cluster of 7 separate species, C25H46BrF3NO23P in total in a non-equilibrium geometry, with properties calculated with wB97M-V/def2-TZVPD.

Highest occupied orbital energy ... -8.9 eV
Maximum force ... 1.6 eV/A
Charge ... 0
Gap between HOMO and LUMO ... 9.016 eV
SMILES ... O=C1C[C@@](Br)(C[C@H](O)C(F)(F)F)[C@](O)(P(O)O)N1.COC(=O)OC.COC(=O)OC.COC(=O)OC.COC(=O)OC.COC(=O)OC.COC(=O)OC

Atoms and positions in Å:
O -0.803 -0.059 2.802
C -1.348 -0.409 1.795
C -2.857 -0.275 1.530
C -3.145 -1.669 0.981
Br -3.106 -2.812 2.552
C -4.354 -1.781 0.052
C -5.714 -2.053 0.689
O -5.943 -1.208 1.799
C -5.991 -3.514 1.065
F -5.067 -4.358 0.553
F -6.082 -3.712 2.397
F -7.192 -3.888 0.540
C -1.874 -1.821 0.058
O -2.070 -1.137 -1.171
P -1.506 -3.565 -0.540
O -0.041 -3.269 -1.167
O -1.219 -4.515 0.751
N -0.751 -1.092 0.686
H -3.181 0.545 0.902
H -3.278 -0.086 2.505
H -4.443 -0.814 -0.419
H -4.181 -2.487 -0.748
H -6.451 -1.825 -0.071
H -6.329 -0.404 1.458
H -2.246 -1.767 -1.879
H 0.394 -4.113 -1.321
H -2.078 -4.857 1.016
H -0.600 -0.337 0.016
C -4.347 -5.025 5.167
O -4.147 -3.972 6.112
C -3.397 -4.312 7.156
O -2.902 -5.389 7.349
O -3.289 -3.250 7.951
C -2.500 -3.472 9.121
H -4.968 -4.618 4.375
H -3.396 -5.350 4.749
H -4.861 -5.865 5.629
H -1.480 -3.738 8.851
H -2.940 -4.253 9.738
H -2.496 -2.536 9.670
C -4.492 6.209 2.158
O -3.326 5.681 2.790
C -3.230 4.355 2.748
O -4.024 3.611 2.230
O -2.111 3.996 3.361
C -1.898 2.579 3.392
H -4.440 7.287 2.268
H -4.505 5.953 1.100
H -5.393 5.839 2.643
H -1.832 2.188 2.385
H -2.698 2.085 3.940
H -0.957 2.408 3.901
C 6.517 -2.183 -2.524
O 5.364 -2.532 -1.753
C 4.433 -1.584 -1.699
O 4.492 -0.508 -2.235
O 3.426 -2.030 -0.956
C 2.352 -1.095 -0.812
H 7.187 -3.036 -2.482
H 6.244 -1.992 -3.560
H 7.018 -1.317 -2.097
H 1.920 -0.857 -1.782
H 2.696 -0.187 -0.319
H 1.592 -1.566 -0.199
C 1.938 1.910 -3.358
O 0.779 1.560 -2.586
C -0.147 2.504 -2.508
O -0.098 3.592 -3.017
O -1.150 2.039 -1.762
C -2.230 2.959 -1.588
H 2.603 1.052 -3.322
H 1.662 2.115 -4.391
H 2.440 2.771 -2.922
H -2.677 3.213 -2.547
H -1.889 3.861 -1.084
H -2.967 2.455 -0.969
C 0.056 3.525 -10.149
O -0.129 4.538 -9.160
C 0.428 4.260 -7.983
O 1.043 3.261 -7.716
O 0.186 5.272 -7.159
C 0.736 5.101 -5.848
H -0.443 3.877 -11.047
H 1.114 3.378 -10.356
H -0.396 2.588 -9.828
H 1.820 5.019 -5.896
H 0.312 4.227 -5.362
H 0.468 5.985 -5.278
C 8.024 -1.688 2.129
O 9.125 -0.775 2.111
C 9.536 -0.441 0.893
O 9.068 -0.838 -0.141
O 10.553 0.407 1.014
C 11.097 0.852 -0.230
H 7.795 -1.871 3.174
H 7.156 -1.252 1.638
H 8.295 -2.625 1.648
H 10.345 1.383 -0.810
H 11.487 0.012 -0.802
H 11.908 1.530 0.015

Here are the Mulliken charges for atoms 1 to 4, given in e: -0.59, 0.41, -1.53, 1.47



Below is a cluster of 4 separate species, C25H46F5NO15 in total in a non-equilibrium geometry, with properties calculated with wB97M-V/def2-TZVPD.

Highest occupied orbital energy ... -9.3 eV
Maximum force ... 1.4 eV/A
Charge ... 0
Gap between HOMO and LUMO ... 9.715 eV
SMILES ... O=C1O[C@@H](COC(F)(F)F)[C@H](N(C(=O)F)C(=O)F)O1.COCCOCCOC.COCCOCCOC.COCCOCCOC

Atoms and positions in Å:
O 8.675 -3.454 8.230
C 8.086 -3.173 7.250
O 6.950 -3.782 6.816
C 6.484 -3.124 5.616
C 4.974 -3.103 5.592
O 4.499 -2.225 6.629
C 3.322 -1.633 6.368
F 3.433 -0.712 5.389
F 2.400 -2.512 5.952
F 2.896 -1.032 7.458
C 7.191 -1.780 5.780
N 7.407 -0.940 4.611
C 6.892 -1.463 3.397
O 7.292 -2.439 2.877
F 5.889 -0.742 2.874
C 7.269 0.451 4.946
O 8.123 1.085 5.434
F 6.040 0.939 4.726
O 8.432 -2.186 6.366
H 6.836 -3.724 4.773
H 4.612 -4.115 5.803
H 4.598 -2.786 4.611
H 6.636 -1.220 6.543
C -1.371 -1.710 3.131
O -0.253 -1.626 2.275
C 0.949 -1.426 2.996
C 2.151 -1.726 2.131
O 2.451 -3.108 2.013
C 1.629 -3.857 1.128
C 1.954 -3.653 -0.333
O 1.392 -2.443 -0.807
C 1.954 -2.037 -2.034
H -1.490 -0.795 3.725
H -2.254 -1.846 2.508
H -1.284 -2.565 3.810
H 0.971 -2.068 3.884
H 1.006 -0.377 3.323
H 3.025 -1.286 2.618
H 2.037 -1.260 1.150
H 0.570 -3.660 1.310
H 1.830 -4.902 1.371
H 1.544 -4.494 -0.910
H 3.044 -3.642 -0.464
H 3.028 -1.845 -1.933
H 1.457 -1.116 -2.334
H 1.801 -2.792 -2.813
C -2.070 -0.281 -0.316
O -3.474 -0.429 -0.376
C -4.139 0.439 0.521
C -5.610 0.531 0.180
O -5.898 1.417 -0.891
C -5.576 0.960 -2.195
C -6.553 -0.043 -2.763
O -6.313 -1.336 -2.240
C -7.398 -2.206 -2.456
H -1.689 -0.491 0.686
H -1.629 -0.993 -1.011
H -1.778 0.735 -0.609
H -3.697 1.444 0.481
H -4.032 0.055 1.546
H -6.130 0.955 1.041
H -6.012 -0.467 -0.008
H -4.559 0.566 -2.224
H -5.617 1.852 -2.825
H -6.440 -0.069 -3.857
H -7.576 0.278 -2.527
H -8.303 -1.845 -1.953
H -7.127 -3.176 -2.043
H -7.612 -2.323 -3.525
C 0.119 5.769 -7.715
O -0.593 5.404 -6.557
C -1.502 6.410 -6.151
C -2.490 5.866 -5.144
O -3.549 5.123 -5.724
C -3.255 3.790 -6.109
C -3.244 2.811 -4.958
O -2.028 2.893 -4.241
C -2.110 2.270 -2.980
H 0.701 6.685 -7.556
H 0.802 4.955 -7.950
H -0.557 5.923 -8.565
H -2.051 6.796 -7.020
H -0.946 7.241 -5.693
H -2.972 6.720 -4.663
H -1.971 5.287 -4.377
H -2.317 3.734 -6.666
H -4.069 3.503 -6.778
H -3.366 1.792 -5.354
H -4.090 3.030 -4.294
H -2.862 2.758 -2.347
H -1.136 2.361 -2.503
H -2.361 1.207 -3.079

Here are the Mulliken charges for atoms 1 to 4, given in e: -0.49, 0.49, -0.42, -0.27



Below is a cluster of 4 separate species, C25H46N2O9PS3 in total in a non-equilibrium geometry, with properties calculated with wB97M-V/def2-TZVPD.

Highest occupied orbital energy ... -11.6 eV
Maximum force ... 4.8 eV/A
Charge ... +1
Gap between HOMO and LUMO ... 6.706 eV

Atoms and positions in Å:
C 0.902 -5.474 0.817
C -0.364 -4.775 0.078
C 0.035 -4.400 -1.439
C -0.601 -3.000 -1.939
C 0.005 -1.773 -1.074
C -0.922 -0.722 -0.435
C -0.223 0.429 0.374
C -1.206 1.487 1.038
O -2.445 1.221 1.059
O -0.807 2.694 1.640
C 1.333 0.468 0.475
N 1.996 1.557 1.189
C 2.259 1.247 2.629
C 3.614 2.037 3.077
C 2.157 -0.677 -0.204
P 4.038 -0.869 -0.174
C 4.929 0.723 0.300
O 4.453 -1.166 -1.838
N 1.432 -1.716 -0.934
H 0.595 -5.894 1.844
H 1.300 -6.372 0.212
H 1.739 -4.715 1.001
H -0.757 -3.862 0.647
H -1.192 -5.560 0.032
H 1.183 -4.414 -1.492
H -0.346 -5.219 -2.133
H -1.739 -3.002 -1.965
H -0.184 -2.833 -3.005
H -2.065 -0.796 -0.538
H -1.568 3.094 2.137
H 1.542 2.467 1.045
H 2.381 0.124 2.781
H 1.429 1.680 3.309
H 4.023 2.701 2.225
H 4.470 1.325 3.347
H 3.449 2.731 3.966
H 5.913 0.753 -0.300
H 4.356 1.684 0.090
H 5.253 0.618 1.403
H 4.373 -0.324 -2.354
H 1.982 -2.469 -1.394
C -5.531 2.304 1.394
C -6.926 2.870 1.664
C -6.746 4.242 2.317
S -5.181 4.875 1.726
O -4.270 4.971 2.845
O -5.423 5.983 0.831
C -4.740 3.441 0.762
H -5.567 1.430 0.742
H -5.065 2.003 2.339
H -7.463 2.979 0.719
H -7.516 2.205 2.301
H -7.544 4.930 2.035
H -6.690 4.164 3.404
H -3.663 3.287 0.798
H -5.061 3.619 -0.267
C 10.505 -1.766 -0.205
C 10.411 -0.408 -0.904
C 9.046 0.191 -0.562
S 8.590 -0.483 1.032
O 7.425 -1.324 0.862
O 8.643 0.565 2.026
C 10.021 -1.531 1.220
H 11.523 -2.161 -0.222
H 9.853 -2.487 -0.709
H 11.205 0.248 -0.534
H 10.541 -0.501 -1.985
H 9.088 1.278 -0.496
H 8.285 -0.109 -1.285
H 9.744 -2.450 1.737
H 10.763 -0.981 1.802
C -7.081 -1.114 -2.353
C -8.464 -1.018 -3.000
C -8.972 0.410 -2.787
S -7.518 1.446 -2.671
O -7.446 1.992 -1.334
O -7.431 2.279 -3.847
C -6.324 0.127 -2.808
H -6.560 -2.030 -2.643
H -7.182 -1.113 -1.263
H -8.379 -1.222 -4.072
H -9.158 -1.750 -2.581
H -9.589 0.746 -3.620
H -9.527 0.501 -1.851
H -5.452 0.349 -2.193
H -6.033 0.048 -3.858

Here are the Mulliken charges for atoms 1 to 4, given in e: -1.06, -0.30, -0.69, -0.84